No. 1
The following is a quantum chemistry calculation of a 2-piece molecular cluster, C6H10N2 overall at a distorted geometry, from OMol25.

Positions of all 18 atoms, in Å:
1 C 0.899 -0.745 0.531
2 H 0.285 -1.512 0.321
3 H -2.695 -2.217 0.696
4 H -0.439 -0.564 -2.070
5 C 0.255 0.447 -0.071
6 H 1.890 1.810 -0.269
7 H 1.369 1.948 1.368
8 C -2.441 0.908 0.129
9 H 0.745 -0.748 1.659
10 H -2.586 -2.253 -0.890
11 H 0.019 1.024 -2.306
12 C -1.179 0.550 -0.302
13 H 1.937 -0.978 0.110
14 C -0.334 0.316 -1.502
15 C 0.908 1.814 0.303
16 N -3.514 1.008 0.526
17 H 0.315 2.681 0.143
18 N -2.027 -2.012 -0.050

Properties
HOMO level (spin up / spin down)   -10.67 / -8.42 eV
Relative energy (zero: lowest compared OMol25 entry of this formula, charge and spin)   139.1 kcal per mole

Mulliken atomic charge list, values in e, 2 entries: -1.3953 0.4817

No. 2
The following is a quantum chemistry calculation of a 14-piece molecular cluster, C7H34O14 overall at a distorted geometry, from OMol25.

Positions of all 55 atoms, in Å:
1 H -3.791 -2.399 -0.595
2 O 1.724 -3.047 -1.154
3 O -1.924 1.357 2.822
4 H -2.170 2.686 -0.330
5 O -1.072 3.505 -1.692
6 H -3.260 -1.073 1.491
7 O -1.864 2.203 0.443
8 H 0.497 -2.091 1.555
9 C 1.617 0.915 2.908
10 C -0.698 0.760 2.595
11 H 3.607 -1.452 -2.800
12 H 0.100 2.566 0.435
13 H 3.505 -0.087 1.381
14 H 1.606 -2.907 -0.197
15 H -2.471 -1.199 -3.298
16 H -0.267 3.033 -1.584
17 H -1.299 -3.108 -0.209
18 O 0.157 -0.535 -2.667
19 H 0.332 -0.498 -1.719
20 H 2.226 0.988 -2.531
21 H 2.594 1.890 0.993
22 O 3.096 -0.902 -2.195
23 H -3.430 -0.170 0.180
24 O -2.839 -2.300 -0.694
25 H -2.654 0.835 2.482
26 O -0.655 -3.697 0.226
27 O -2.628 0.845 -2.649
28 H -0.592 3.728 0.958
29 H 3.198 2.346 -0.237
30 C 0.404 1.564 2.962
31 H 2.662 -1.627 -1.696
32 H 2.028 0.727 -1.098
33 H -0.972 -4.509 -0.196
34 H 0.192 2.535 3.369
35 C 3.073 -0.866 1.990
36 H -2.640 1.844 0.883
37 O 0.300 3.354 0.959
38 H -1.898 0.535 -2.095
39 H 1.020 -0.601 -3.088
40 H -2.684 -2.470 -1.678
41 C -0.679 -0.584 2.368
42 O -3.315 -0.191 1.129
43 H -1.521 -1.228 2.568
44 H 0.757 -2.992 -1.260
45 O -2.103 -2.067 -3.091
46 C 1.703 -0.410 2.359
47 H 3.194 -1.944 1.863
48 H 3.749 -0.844 2.869
49 H -0.798 4.395 -1.451
50 H -1.138 -1.975 -3.120
51 O 3.461 1.849 0.552
52 H 2.450 1.347 3.450
53 H -2.323 1.736 -2.838
54 O 1.836 1.407 -1.755
55 C 0.598 -1.176 2.126

Properties
HOMO level   -7.88 eV
Relative energy (zero: lowest compared OMol25 entry of this formula, charge and spin)   73.1 kcal per mole

Mulliken atomic charge list, values in e, 2 entries: 0.2665 -0.7737

No. 3
The following is a quantum chemistry calculation of C27H36BrCl3EuNO10SSi2 as an isolated structure at a distorted geometry, from OMol25.

Positions of all 82 atoms, in Å:
1 H -1.858 1.470 -5.009
2 C -1.162 1.561 -4.176
3 H 5.719 0.397 3.109
4 C 0.304 -3.800 2.444
5 H 0.413 3.927 1.918
6 C 1.663 -3.055 -1.403
7 H -1.936 -2.801 0.170
8 H -2.194 5.144 -3.068
9 Cl 1.738 2.582 -0.121
10 H -1.748 -4.587 2.272
11 C -0.963 -4.160 1.649
12 O 2.097 -0.188 0.488
13 H -3.252 5.321 1.353
14 O -2.343 -0.328 0.500
15 H 3.892 3.848 1.329
16 H -0.518 4.688 -3.297
17 H -0.243 1.990 -4.565
18 C 2.997 1.963 0.887
19 C -2.738 -0.700 1.642
20 C 2.207 -3.930 -2.324
21 H -0.766 -1.962 4.076
22 H -0.720 2.643 2.260
23 C 2.735 -3.419 -3.505
24 H 2.202 -4.995 -2.137
25 C -3.250 4.472 0.674
26 H -1.117 4.293 2.686
27 C -1.979 -1.938 2.236
28 H -2.983 -0.699 -3.636
29 C -1.432 2.399 -0.942
30 C -1.369 -2.777 1.102
31 O -0.675 -0.549 -2.004
32 H -0.936 0.559 -3.838
33 Si -1.889 2.638 -2.748
34 H -3.831 4.747 -0.201
35 C -0.409 -0.044 3.139
36 C 2.698 -2.047 -3.712
37 H -1.686 4.392 -4.569
38 Cl 4.044 -1.658 2.133
39 H -0.746 -4.849 0.831
40 Si -1.463 3.895 0.208
41 O -1.002 -2.973 -1.843
42 S -1.091 -1.784 -2.672
43 C -1.541 4.388 -3.491
44 C 2.114 -1.285 -2.716
45 H -2.258 1.771 -0.544
46 O -0.116 -2.138 0.883
47 C -0.599 5.495 -0.442
48 H 1.187 -4.293 2.034
49 C 3.931 2.782 1.479
50 H 1.363 -1.832 2.297
51 H -3.321 -1.397 -2.031
52 H 3.213 -5.141 -4.170
53 H 0.227 -4.041 3.504
54 C 4.002 0.047 1.882
55 C 0.372 -2.277 2.211
56 C -0.712 -1.579 3.052
57 O -3.689 -0.256 2.277
58 H -4.132 1.501 -2.539
59 C 4.915 2.202 2.268
60 C -3.803 2.429 -2.997
61 H -4.345 3.236 -2.513
62 H 3.075 -1.607 -4.620
63 H 0.349 5.257 -0.911
64 N 1.630 -1.747 -1.588
65 O 3.308 -4.221 -4.447
66 O -0.097 0.520 2.049
67 H -3.768 3.656 1.169
68 H -4.104 2.407 -4.042
69 O -0.441 0.467 4.251
70 H -0.399 6.183 0.375
71 C 2.960 0.545 1.053
72 H -1.206 6.020 -1.169
73 Cl 6.141 3.193 2.984
74 H 1.252 -3.405 -0.469
75 Eu -0.208 0.222 -0.140
76 C -0.643 3.673 1.929
77 C 4.957 0.836 2.483
78 H -3.234 -2.462 -3.469
79 C -2.863 -1.562 -2.997
80 O -0.425 -1.957 -3.954
81 Br 2.059 0.586 -2.909
82 H -2.693 -2.502 2.842

Properties
Net charge   -2
2S+1   7
Expectation value of S²   12.0087
HOMO level (spin up / spin down)   -2.45 / -2.45 eV

Mulliken atomic charge list, values in e, 2 entries: 0.3447 -0.3949

No. 4
The following is a quantum chemistry calculation of a 7-piece molecular cluster, C10H26IN3O9P overall at a distorted geometry, from OMol25.

Positions of all 50 atoms, in Å:
1 O -1.319 -3.420 1.316
2 H 4.122 4.958 -1.347
3 C -2.697 -2.436 -0.474
4 H 4.100 -2.764 0.475
5 H 0.042 1.052 -2.011
6 O -3.921 5.428 -1.590
7 H 5.344 0.396 2.617
8 H 4.056 1.156 2.928
9 O -2.943 3.267 -3.733
10 H -2.641 0.857 0.989
11 H -3.504 -1.041 -2.184
12 C -2.864 1.766 0.292
13 H -5.374 -3.280 -0.487
14 C -1.472 -0.528 -1.118
15 C 3.297 -2.155 1.116
16 O 3.462 1.168 -0.921
17 C -1.108 0.859 -1.903
18 N 1.126 -4.704 1.301
19 C -1.732 2.225 -0.941
20 H -3.056 5.205 -1.214
21 O -1.312 2.241 0.564
22 I 0.724 -1.000 2.904
23 H -3.804 -4.623 0.794
24 C -0.057 -4.162 1.152
25 H 3.137 3.938 -0.781
26 O 4.479 0.619 2.241
27 C 0.877 -0.870 0.723
28 N -1.446 -2.436 0.407
29 C -0.571 -1.251 0.056
30 H 3.877 -1.207 1.513
31 H 4.097 1.568 -0.307
32 H 2.952 -2.892 1.964
33 H -4.344 5.965 -0.903
34 H 1.081 0.278 0.468
35 O 2.880 -2.823 5.355
36 H 2.649 -1.143 -0.824
37 H -3.380 2.596 0.936
38 H -2.996 3.288 -4.700
39 O 3.921 4.010 -1.346
40 O -3.801 -4.755 -1.640
41 H 1.748 -2.754 -0.446
42 C 2.103 -1.732 0.059
43 N -2.774 -1.268 -1.468
44 H -1.728 1.028 -2.887
45 H -3.583 3.937 -3.449
46 H 2.366 -2.097 4.969
47 H -1.937 3.308 -1.540
48 P -4.032 -3.798 -0.366
49 H 3.620 1.634 -1.756
50 H 2.333 -3.607 5.195

Properties
Net charge   +1
HOMO level   -12.44 eV

Mulliken atomic charge list, values in e, 2 entries: -0.2318 0.2985

No. 5
The following is a quantum chemistry calculation of C40H73N5O3PS as an isolated structure at a distorted geometry, from OMol25.

Positions of all 123 atoms, in Å:
1 H -2.984 -2.189 -1.278
2 C -4.602 -0.842 -2.527
3 H -3.624 2.370 -0.143
4 H -0.469 1.791 -1.733
5 H 2.769 4.314 0.657
6 H 3.687 0.159 -3.952
7 C -3.074 -6.367 4.383
8 C -0.497 2.844 -1.439
9 H -4.533 3.734 -3.567
10 O -1.191 5.470 -1.394
11 H -4.284 7.300 -0.310
12 H -2.002 -4.629 0.709
13 H -4.665 -4.904 4.186
14 C 5.380 2.435 1.929
15 H -2.893 -0.954 -4.036
16 C 4.591 -2.905 -1.812
17 H 6.723 3.391 -2.600
18 C -1.953 3.321 -1.254
19 C -2.542 2.305 -0.250
20 C -2.614 -2.465 -2.315
21 H 2.436 1.901 0.278
22 H 5.489 -2.917 -1.123
23 O 4.050 2.901 -1.414
24 H -4.497 -7.665 5.410
25 H 8.037 4.384 -0.600
26 N -2.391 -6.246 3.060
27 N 1.376 -0.884 0.456
28 H 2.053 -2.137 -4.169
29 N -1.144 -1.423 0.142
30 H -2.771 7.433 -1.173
31 H -4.183 0.031 -1.957
32 H 0.071 2.942 -0.510
33 H 5.368 4.504 -2.859
34 H 6.095 3.222 2.166
35 H 4.355 5.693 -0.979
36 C -3.367 5.360 -0.698
37 C 4.575 5.367 1.123
38 C -0.448 -1.643 -1.036
39 C 5.850 4.138 -0.736
40 P 3.772 -1.179 -1.794
41 C -2.880 -3.838 4.701
42 C -4.102 5.191 -2.042
43 H 4.882 2.198 2.872
44 C -4.316 -2.717 -4.225
45 H -3.635 5.827 -2.802
46 H -4.772 -3.434 -3.482
47 C -4.103 -7.515 4.401
48 H 6.920 5.128 -2.357
49 H -0.195 -4.675 4.556
50 H 5.082 0.675 -2.851
51 C -4.105 3.756 -2.561
52 N 5.009 2.929 -0.485
53 C 4.489 -0.205 -3.236
54 H -1.354 -5.984 5.734
55 C 3.599 -4.046 -1.337
56 H -2.730 2.141 -2.904
57 C -1.558 -5.024 2.843
58 H -3.467 -2.939 4.910
59 C -1.082 -2.148 -2.335
60 H -3.070 -3.478 2.603
61 C 6.230 4.292 -2.224
62 H -2.096 -3.871 5.464
63 H 3.317 4.084 2.301
64 O -3.333 -6.269 2.116
65 C -3.483 -1.636 -3.367
66 H -4.143 -5.156 5.835
67 H -0.467 -3.996 1.247
68 H -4.964 -7.316 3.761
69 C -0.206 -5.180 3.589
70 H -5.184 -2.146 -4.682
71 H 4.984 -3.186 -2.836
72 C 3.306 1.701 0.906
73 H 7.457 2.927 0.159
74 H -1.479 -7.650 5.162
75 C 5.163 5.441 -0.283
76 H -2.767 7.051 0.558
77 C 3.666 4.151 1.266
78 H -0.560 -2.667 -4.466
79 C 4.347 2.837 0.851
80 H -2.566 -7.033 6.402
81 H 2.709 -4.171 -2.029
82 C -3.777 -5.068 4.808
83 H -5.085 -1.621 -1.856
84 H -5.135 5.540 -1.948
85 S -0.073 -0.903 1.307
86 H -0.641 -5.732 0.978
87 H -2.094 2.430 0.740
88 C 1.317 -1.997 -3.326
89 C -1.150 -4.842 1.358
90 C -4.231 4.784 0.455
91 H -2.340 1.280 -0.572
92 C 1.054 -1.306 -0.816
93 H 0.048 -6.231 3.745
94 H 3.743 0.750 0.594
95 H -2.760 -3.566 -2.524
96 H 0.624 -4.755 3.019
97 H -3.612 4.374 1.256
98 H -4.751 3.124 -1.944
99 C -0.164 -2.311 -3.484
100 H -1.569 -2.892 3.287
101 C 1.941 -1.524 -2.028
102 C -2.269 -3.733 3.308
103 H -2.127 3.711 -3.382
104 H 7.245 4.498 0.949
105 H 5.940 1.547 1.623
106 C -2.054 -6.775 5.472
107 H -4.921 4.008 0.120
108 H 5.874 6.273 -0.331
109 N -2.025 4.702 -0.690
110 H 5.230 -0.873 -3.781
111 H 4.090 -5.056 -1.247
112 H 3.197 -3.790 -0.307
113 H -3.685 -3.231 -5.002
114 H 2.926 1.570 1.923
115 C -2.688 3.190 -2.597
116 H 5.372 5.338 1.872
117 H -4.850 5.553 0.922
118 C -3.283 6.871 -0.389
119 C 7.212 3.978 -0.010
120 H -3.648 -8.456 4.082
121 H 4.003 6.277 1.326
122 H 0.028 3.395 -2.222
123 H -5.409 -0.543 -3.260

Properties
2S+1   4
Expectation value of S²   3.7629
HOMO level (spin up / spin down)   -7.79 / -7.80 eV

Mulliken atomic charge list, values in e, 2 entries: 0.3004 -1.4362